ORCA calculation (wB97M-V/def2-TZVPD) on a 2-piece molecular cluster, C4H8N2O overall.

Calculated values
structure (SMILES) = [H]/N=C/CC.N#CO
net charge = 0
relative energy (zero: lowest compared OMol25 entry of this formula, charge and spin) = 5.414 eV
multiplicity = 1

XYZ file:
```
15
C4H8N2O | OMol25 | wB97M-V/def2-TZVPD
C 1.0007 0.1580 -0.3470
C 1.7888 -0.3679 0.8178
C -1.3570 1.2042 -0.9038
C -0.6351 -0.7597 -0.3943
O -1.3413 1.6713 0.3507
N -1.9074 1.3744 -1.9528
N -1.4134 -0.9362 0.5802
H -2.2219 1.4168 0.7349
H -1.8667 -1.8479 0.5778
H -0.4126 -1.5570 -1.1077
H 1.0390 1.2424 -0.3701
H 1.3359 -0.1904 -1.3216
H 2.8067 0.0291 0.7468
H 1.8078 -1.4552 0.8407
H 1.3766 0.0179 1.7484
```

The net atomic charges from Löwdin, expressed in e, are:
1. C -0.1515
2. C -0.1325
3. C -0.4766
4. C -0.2072
5. O 0.0103
6. N 0.1791
7. N 0.0768
8. H 0.1453
9. H 0.0670
10. H 0.1003
11. H 0.0795
12. H 0.0828
13. H 0.0778
14. H 0.0720
15. H 0.0768

---

ORCA calculation (wB97M-V/def2-TZVPD) on a 2-piece molecular cluster, C2H6NO3 overall.

Calculated values
net charge = +1
relative energy (zero: lowest compared OMol25 entry of this formula, charge and spin) = 4.689 eV
multiplicity = 1

XYZ file:
```
12
C2H6NO3 | OMol25 | wB97M-V/def2-TZVPD
C -0.4529 -1.2905 0.2297
C 1.1541 0.7915 -0.1598
N -1.6449 -0.2463 0.4534
O -0.6888 -1.8665 -0.9006
O 2.4560 0.8706 -0.3878
O 0.6484 1.8160 0.4639
H -1.1214 0.6307 0.2494
H -2.3594 -0.3451 -0.1652
H -1.9877 -0.4281 1.5082
H -0.1665 -2.5462 -1.2413
H 2.9358 0.1151 -0.7098
H 1.2273 2.4988 0.6599
```

The net atomic charges from Löwdin, expressed in e, are:
1. C -0.0109
2. C -0.1973
3. N 0.1660
4. O 0.0898
5. O 0.1093
6. O 0.1011
7. H 0.1033
8. H 0.0874
9. H 0.2336
10. H 0.1080
11. H 0.1191
12. H 0.0905

---

ORCA calculation (wB97M-V/def2-TZVPD) on C28H56Li5O11P as an isolated structure.

Calculated values
net charge = +2
relative energy (zero: lowest compared OMol25 entry of this formula, charge and spin) = 0.737 eV
multiplicity = 1

XYZ file:
```
101
C28H56Li5O11P | OMol25 | wB97M-V/def2-TZVPD
Li 27.9934 -28.2064 -27.4692
Li 31.2224 -31.6983 -27.7558
Li 30.0388 -29.8653 -29.6352
Li 31.4524 -28.5446 -27.0255
Li 27.5571 -31.2284 -27.8195
P 29.5533 -30.0241 -27.2391
O 28.1158 -29.8821 -26.6440
O 30.8638 -30.2804 -26.4308
O 29.7828 -28.7330 -27.9937
O 29.4704 -31.0916 -28.3210
C 34.1182 -34.0818 -25.6348
C 34.6925 -32.7447 -25.8920
C 33.5192 -31.9182 -26.3269
O 32.8402 -32.8508 -27.1010
C 33.2652 -34.1966 -26.8883
H 33.5759 -34.0026 -24.6925
H 34.8430 -34.8909 -25.5458
H 35.4317 -32.7674 -26.6927
H 35.0988 -32.2502 -25.0097
H 33.8239 -31.0766 -26.9489
H 32.9349 -31.6256 -25.4544
H 33.8780 -34.5270 -27.7270
H 32.4373 -34.8994 -26.7951
C 29.4769 -35.2677 -29.2366
C 29.6496 -35.6230 -27.8023
C 29.6396 -34.2862 -27.1328
O 30.5089 -33.5968 -28.0469
C 30.4550 -34.1375 -29.4024
H 28.4933 -34.9020 -29.5312
H 29.8500 -36.0535 -29.8933
H 30.6183 -36.0447 -27.5343
H 28.8088 -36.2518 -27.5092
H 30.1623 -34.4080 -26.1842
H 28.7117 -33.7524 -26.9272
H 31.4563 -34.4254 -29.7229
H 29.9654 -33.4744 -30.1156
C 25.8449 -34.5066 -25.6194
C 25.5641 -33.3560 -24.7068
C 26.3273 -32.1642 -25.3243
O 26.7137 -32.6516 -26.6357
C 25.9654 -33.8586 -26.9686
H 25.0734 -35.2674 -25.5008
H 26.8355 -34.9266 -25.4449
H 25.9973 -33.5746 -23.7307
H 24.4924 -33.1616 -24.6654
H 27.2271 -31.9296 -24.7557
H 25.5842 -31.3953 -25.5354
H 26.4571 -34.4103 -27.7698
H 25.0052 -33.5804 -27.4029
C 31.3195 -32.3005 -22.9380
C 32.0068 -32.1901 -21.6461
C 31.1864 -31.0859 -20.9782
O 30.3849 -30.5419 -21.9747
C 30.7404 -30.9352 -23.2753
H 30.4919 -33.0094 -22.9642
H 31.9242 -32.5856 -23.7989
H 33.0368 -31.8637 -21.7900
H 32.0991 -33.1076 -21.0649
H 31.9091 -30.3406 -20.6460
H 30.5952 -31.4732 -20.1483
H 31.4801 -30.2226 -23.6401
H 29.9785 -30.9325 -24.0548
C 30.6191 -26.6372 -32.3397
C 29.1180 -26.6684 -32.4198
C 28.7261 -27.7649 -31.4260
O 29.9277 -28.2748 -30.9059
C 30.9551 -27.3003 -30.9941
H 30.9282 -25.5986 -32.4576
H 31.2112 -27.1794 -33.0769
H 28.8558 -26.8410 -33.4636
H 28.5959 -25.7660 -32.1018
H 28.0284 -28.4788 -31.8639
H 28.2362 -27.3350 -30.5524
H 31.9719 -27.6906 -30.9509
H 30.9606 -26.6329 -30.1323
C 28.4588 -24.2348 -27.9685
C 27.1040 -24.1452 -27.2720
C 27.2843 -25.1939 -26.2320
O 27.9322 -26.2671 -26.9586
C 28.9488 -25.6776 -27.8254
H 29.1538 -23.5203 -27.5275
H 28.4128 -24.0688 -29.0448
H 26.2528 -24.5327 -27.8318
H 26.9371 -23.1247 -26.9272
H 26.3357 -25.3790 -25.7281
H 27.9579 -24.8620 -25.4419
H 28.9713 -26.2626 -28.7449
H 29.9425 -25.6867 -27.3776
C 27.6211 -28.7571 -22.7776
C 28.3134 -27.8573 -21.7724
C 27.8918 -26.5014 -22.2281
O 27.9107 -26.6457 -23.6264
C 27.7814 -28.0416 -24.0915
H 26.5793 -28.7360 -22.4577
H 28.0541 -29.7574 -22.7743
H 29.3852 -28.0550 -21.7865
H 28.0527 -28.1321 -20.7503
H 28.6917 -25.8411 -21.8929
H 26.9317 -26.0878 -21.9195
H 28.6631 -28.4135 -24.6135
H 26.9762 -28.2556 -24.7943
```

Atom charges from the Löwdin analysis, given in e for atoms 1 to 99:
1. Li 0.6807
2. Li 0.6714
3. Li 0.7292
4. Li 0.7704
5. Li 0.7035
6. P -0.1143
7. O -0.4484
8. O -0.4355
9. O -0.5072
10. O -0.4995
11. C -0.1402
12. C -0.1795
13. C -0.2373
14. O -0.2123
15. C -0.1508
16. H 0.1149
17. H 0.1340
18. H 0.1321
19. H 0.1306
20. H 0.1262
21. H 0.1003
22. H 0.1346
23. H 0.1103
24. C -0.1617
25. C -0.1572
26. C -0.1726
27. O -0.2682
28. C -0.1554
29. H 0.1222
30. H 0.1317
31. H 0.1251
32. H 0.1284
33. H 0.1280
34. H 0.1003
35. H 0.1332
36. H 0.1136
37. C -0.1639
38. C -0.1469
39. C -0.1486
40. O -0.2788
41. C -0.1684
42. H 0.1338
43. H 0.1192
44. H 0.1233
45. H 0.1252
46. H 0.1227
47. H 0.1255
48. H 0.1165
49. H 0.1268
50. C -0.1909
51. C -0.1560
52. C -0.1892
53. O -0.1450
54. C -0.2031
55. H 0.1240
56. H 0.0848
57. H 0.1154
58. H 0.1228
59. H 0.1227
60. H 0.1300
61. H 0.1125
62. H 0.0986
63. C -0.1385
64. C -0.1327
65. C -0.1860
66. O -0.2353
67. C -0.1814
68. H 0.1266
69. H 0.1256
70. H 0.1257
71. H 0.1219
72. H 0.1341
73. H 0.1045
74. H 0.1268
75. H 0.1128
76. C -0.1428
77. C -0.1443
78. C -0.1974
79. O -0.2248
80. C -0.1774
81. H 0.1241
82. H 0.1128
83. H 0.1233
84. H 0.1337
85. H 0.1391
86. H 0.1253
87. H 0.0804
88. H 0.1186
89. C -0.1707
90. C -0.1741
91. C -0.2069
92. O -0.1512
93. C -0.1701
94. H 0.1235
95. H 0.0999
96. H 0.1097
97. H 0.1258
98. H 0.1240
99. H 0.1291

---

Asked for frontier orbital gap across the records above, the calculation gives 9.43; 9.39; 7.67 eV in order.
Asked for largest force on an atom across the records above, the calculation gives 5.44; 4.88; 3.61 eV/A in order.